The following is a DFT calculation (ωB97M-V/def2-TZVPD) of C4H10F3O7S2Sn as an isolated structure in a non-equilibrium geometry.

Gap between HOMO and LUMO ... 5.01 eV
Net charge ... +1
HOMO ... -12.493 eV
Spin multiplicity ... 1
E_tot ... -1995.00651 hartree
Relative energy (zero: lowest compared OMol25 entry of this formula, charge and spin) ... 0.0000 eV

Element x y z (Å)
H (-1.9405, 2.3194, 2.9074)
H (1.5017, 0.1375, -5.4215)
C (-0.4264, 0.1587, -4.4091)
O (-0.3914, -1.7107, 4.2605)
F (2.2442, -2.5708, 6.8338)
F (1.0116, -4.0028, 5.7592)
F (2.3150, -2.6409, 4.6899)
Sn (-0.6034, -0.8891, 1.6268)
O (-0.5045, 0.7794, -0.6642)
C (0.4434, 2.5500, -2.4418)
O (-0.9954, -2.1658, 6.5376)
O (-1.9710, 1.5293, -2.4720)
C (1.5078, -2.7714, 5.7489)
H (-0.5899, 1.1679, -4.7765)
H (0.2257, -0.6969, -6.2549)
S (-0.6562, 1.1625, -2.0566)
H (0.1843, 3.5205, -2.0278)
O (0.4875, -0.3048, 6.0949)
S (0.0187, -1.6015, 5.6963)
H (1.4443, 2.1548, -2.2853)
H (0.3489, 2.7514, -3.5110)
H (-1.3117, -0.4705, -4.4662)
O (-0.0081, 0.0776, -3.0020)
O (-1.6600, 1.6943, 2.2268)
H (-2.3350, 1.7596, 1.5398)
C (0.6305, -0.5013, -5.2618)
H (1.0299, -1.4364, -4.8713)